No. 1
# C23H22CrI2N4O3

C23H22CrI2N4O3 as an isolated structure in a non-equilibrium geometry (ωB97M-V with the def2-TZVPD basis set, the OMol25 dataset).

XYZ file:
```
55
Properties=species:S:1:pos:R:3:forces:R:3
I 1.5985 -6.9039 0.8444 0.6 -0.8 -0.1
C 2.7037 -0.5092 0.3819 0.9 0.6 -0.9
N 1.4495 -0.0463 0.6863 -0.3 0.0 -0.1
N -1.7128 1.2576 0.4545 -0.7 -0.6 0.8
C 1.9609 1.7810 -3.6720 0.9 1.7 -1.2
C 0.0934 -4.5357 1.7071 0.1 -0.4 -0.8
O 0.4717 0.8681 2.5566 0.0 -0.2 -0.7
N 0.5760 1.5479 -1.6993 0.6 0.5 0.0
H -5.8764 2.6872 2.2195 -0.8 -0.5 -0.2
H -0.3951 -0.2485 -3.5812 0.7 0.4 -0.1
C -0.5954 -3.3519 1.5625 0.5 -0.2 -0.1
H 1.5622 -1.3260 -1.8536 -0.5 0.0 0.9
O 3.1132 -0.7117 -0.7687 -0.5 -0.1 1.4
H 2.2058 -1.1600 3.3012 -0.1 -0.7 0.8
H -3.5362 4.0450 -0.0021 0.0 -0.6 0.8
H 1.1863 -4.8702 -1.5176 0.5 -0.6 -0.7
C -0.1064 -2.5121 -2.1280 0.6 0.1 1.1
C 2.3333 3.0853 -3.2984 -1.3 -0.5 1.2
H -3.8036 0.8410 2.9478 -0.9 -0.3 1.0
H 2.0036 4.5851 -1.8414 -0.2 0.6 0.6
C 3.5484 -0.6096 1.6795 -0.3 -0.8 -0.1
H 0.6337 3.1547 -0.3741 -0.5 -0.1 -0.2
C 1.3815 0.2589 2.0253 -0.2 0.3 2.1
C 0.7542 -5.0687 0.5961 -0.5 0.8 -0.3
H -1.9135 -0.1938 1.8503 0.1 -0.8 0.7
C 1.1191 1.1012 -2.8434 -1.2 -1.4 0.1
C 2.5937 -0.2829 2.8439 -0.4 1.7 -1.6
C -2.2128 2.3980 -0.0371 1.1 -0.1 -0.8
H 1.2594 -0.6962 -3.9603 0.4 -0.4 -0.4
H -1.2017 -2.4060 -2.2599 0.7 0.1 -0.3
C -2.3423 0.7179 1.5477 0.9 1.2 -2.0
H 0.3638 -3.1603 -2.8919 -0.3 0.7 0.0
H -1.7121 2.7376 -0.9411 -0.2 0.2 0.1
H 4.3553 0.0974 1.6926 0.5 0.3 -0.5
C -3.8346 2.5715 1.6652 -0.4 0.5 -0.6
H -4.8171 3.3737 3.4223 0.1 -0.5 -0.3
C 1.6929 3.6128 -2.1351 1.6 -1.0 -1.9
C 0.1245 -3.2202 -0.7825 -1.6 1.1 -0.2
H 2.2834 1.4077 -4.6724 -0.2 -0.1 1.2
C -3.4154 1.3319 2.1058 0.9 0.1 -0.1
H -5.0912 4.2310 1.9879 -0.3 0.7 -0.6
C -4.9713 3.2315 2.3394 0.6 0.9 1.1
C 0.6522 -0.2648 -3.1892 -2.3 -0.9 -0.8
Cr -0.2291 0.0522 -0.3876 0.5 -0.9 -0.5
H 3.9804 -1.6221 1.6518 -0.1 0.4 0.3
N 0.5515 -1.1409 -2.0078 1.2 -0.5 0.4
I -1.5490 -2.5934 3.2317 -0.1 0.1 0.1
H 2.8955 0.5141 3.6032 -0.2 -1.3 -1.1
C -0.5459 -2.7035 0.3478 -0.1 1.8 -0.1
H 3.0982 3.6384 -3.8386 -0.4 0.0 0.0
O -1.0998 -1.4637 0.2912 0.1 0.3 -0.7
C 0.7426 -4.4189 -0.6729 0.1 -1.0 2.1
C 0.8815 2.8028 -1.3750 0.5 0.7 1.1
C -3.2291 3.1220 0.5231 -0.4 -0.1 0.1
H 0.0210 -5.0330 2.6646 0.4 -0.3 -0.1
```
Positions in Å, forces in eV/Å.

- total energy (Eh) = -2974.1475
- net charge = +1
- HOMO level (spin up / spin down) (eV) = -10.45 / -10.46
- 2S+1 = 4
- strongest force on any atom (eV/Å) = 2.67
- gap between HOMO and LUMO (spin up / spin down) (eV) = 6.49 / 6.90
- LUMO energy (spin up / spin down) (eV) = -3.9602 / -3.5614

Results of the Löwdin charge analysis, in e, for atoms 1 through 6:
1. I 0.951
2. C -0.429
3. N 0.041
4. N -0.029
5. C 0.011
6. C -0.239


No. 2
# C23H22FNO3

An isolated molecule of C23H22FNO3 (ωB97M-V with the def2-TZVPD basis set, the OMol25 dataset).

XYZ file:
```
50
Properties=species:S:1:pos:R:3:forces:R:3
C -0.8109 -2.4552 -0.5914 0.0 0.2 0.1
H 0.6249 -1.9034 1.6620 -0.1 0.2 0.0
C -1.0105 -1.1203 -0.2599 -0.2 -0.2 -0.2
C 0.0021 -0.0361 2.1414 -0.3 -0.6 0.3
H -2.7833 -1.5507 0.8283 0.1 0.1 0.0
C -3.1484 2.8842 0.3120 -0.2 0.1 -0.2
H 2.4747 -2.7832 0.7826 -0.1 -0.1 0.0
H -2.0283 -0.0037 2.8132 0.1 -0.1 0.1
H -5.3815 1.3033 -1.6851 -0.1 0.0 -0.1
C -2.0481 -0.7389 0.7747 0.0 0.0 0.0
C 6.9050 -1.2339 -0.4989 0.1 -0.1 -0.1
H 4.7575 -2.5373 -0.0130 0.1 -0.1 0.0
C -1.3994 -0.6309 2.1810 -0.1 0.1 -0.1
C 4.9012 -0.4514 0.5184 -0.2 0.1 0.1
C 4.2627 -1.6826 0.4195 0.3 0.1 -0.1
C -2.7912 0.5054 0.3428 -0.2 -0.1 0.0
O 0.2315 1.1318 2.3679 0.1 0.4 0.0
C 2.9640 -1.8229 0.8729 -0.2 0.2 0.2
H 7.8689 -0.8015 -0.7625 -0.1 -0.1 0.0
H -2.8851 3.8787 0.6357 0.0 0.1 0.0
H -4.1331 -0.6194 -0.8851 0.0 -0.1 0.0
O -4.8439 3.8870 -0.9489 0.3 0.0 0.2
C 2.2773 -0.7505 1.4292 0.3 0.0 -0.1
H -1.4401 -3.2173 -0.1527 -0.1 -0.1 0.0
C -3.8511 0.3665 -0.5415 0.2 0.0 0.1
C -0.2009 -0.1525 -0.8460 -0.1 -0.2 -0.1
C 0.8064 -0.5077 -1.7226 0.1 -0.1 -0.1
C 4.2132 0.6220 1.0858 0.3 -0.2 -0.2
C 2.9198 0.4800 1.5382 -0.1 0.1 0.0
C 0.9909 -1.8457 -2.0191 -0.1 0.0 0.1
H 1.4489 0.2346 -2.1678 0.1 0.1 -0.1
C -2.4451 1.7863 0.7610 -0.1 0.0 0.0
H 2.3975 1.3177 1.9676 0.0 0.0 0.0
C -4.2167 2.7371 -0.5723 0.2 0.0 0.1
N 0.9510 -0.9616 1.8313 0.0 -0.4 0.3
C -4.5631 1.4609 -1.0002 -0.2 0.2 -0.2
H 7.0612 -2.0676 0.1938 0.0 0.0 0.0
H -6.2700 4.8232 -1.9890 0.0 -0.1 0.0
C 0.1881 -2.8291 -1.4737 0.3 0.0 -0.2
H -0.3529 0.8876 -0.6033 0.0 0.1 0.0
F 1.9826 -2.2044 -2.8627 -0.1 0.0 0.1
H -6.7495 3.2079 -1.4135 0.0 0.0 0.0
H 0.3500 -3.8634 -1.7343 0.0 -0.1 -0.1
C -5.9308 3.7998 -1.8361 -0.2 0.0 -0.1
H -1.6218 1.9386 1.4408 0.1 0.0 0.1
H -1.3472 -1.6281 2.6228 0.0 0.0 0.0
H 4.7198 1.5708 1.1604 0.1 0.1 0.0
H -5.6322 3.3712 -2.7987 0.0 0.0 0.0
O 6.1723 -0.1937 0.1005 -0.1 0.2 0.1
H 6.4136 -1.6015 -1.4056 0.0 0.0 0.0
```
Positions in Å, forces in eV/Å.

- total energy (Eh) = -1269.9932
- HOMO level (eV) = -7.84
- strongest force on any atom (eV/Å) = 0.73
- gap between HOMO and LUMO (eV) = 8.49
- LUMO energy (eV) = 0.6470

Results of the Löwdin charge analysis, in e, for atoms 1 through 6:
1. C -0.037
2. H 0.134
3. C -0.208
4. C -0.473
5. H 0.140
6. C 0.013


No. 3
# C23H22N2O2PdS4

C23H22N2O2PdS4 as an isolated structure in a non-equilibrium geometry (ωB97M-V with the def2-TZVPD basis set, the OMol25 dataset).

XYZ file:
```
54
Properties=species:S:1:pos:R:3:forces:R:3
H -3.0081 4.0331 4.1228 0.0 -0.1 0.0
H 2.5540 -0.9663 -2.5499 0.0 0.1 0.0
S 2.9257 2.3033 -0.4510 -0.8 0.2 -0.4
C -1.1643 1.7733 2.4071 -0.2 -0.3 0.2
C -2.7386 2.9813 4.0160 -0.1 0.0 0.1
N -1.3602 0.4727 2.8590 0.0 0.3 -0.1
H -3.9922 -2.2249 0.0273 0.0 0.0 0.0
H -1.6328 4.0161 1.1175 0.0 0.0 0.1
C -1.4633 4.0992 2.1943 0.0 0.2 -0.1
H -0.0392 -4.2558 -3.3878 0.0 0.0 0.0
H -1.2191 -1.3832 1.9103 0.0 0.0 0.0
H -2.0593 4.9162 2.5982 0.0 0.1 0.0
H -3.6943 -4.6205 0.6394 0.0 0.0 0.0
C 1.1432 -2.5506 -2.8265 -0.5 0.4 0.4
C -3.0782 -2.7489 -0.2359 0.0 0.1 0.1
H 0.2092 -0.9288 2.8577 0.1 0.0 0.0
O 5.9711 6.8318 -0.8447 0.2 0.1 0.0
H 3.8300 -4.0868 -5.1957 0.0 0.0 0.0
H -3.6725 2.4238 3.8873 0.0 0.0 0.0
H -0.3995 4.3147 2.3143 -0.1 0.0 0.0
C 3.3163 -2.4552 -3.8882 0.0 0.1 0.0
C -1.7295 -4.7229 -0.2363 0.0 -0.1 0.0
C 3.4089 3.9778 -0.6906 -0.2 -0.1 0.1
C 2.5888 5.0265 -0.8806 -0.3 -0.2 0.0
C -0.5702 -0.5502 2.1880 0.0 0.0 -0.1
H -2.1993 -1.0209 -1.1536 0.0 0.0 0.0
C 0.1511 -1.9123 -1.9552 0.0 -1.1 -0.1
C -0.7335 -4.0433 -0.9146 0.0 -0.3 0.1
C 0.1543 0.6845 -1.6437 0.3 0.6 0.2
C 1.8670 -4.3038 -4.3427 0.0 0.0 0.0
H -2.2774 2.6768 4.9618 0.0 0.0 0.0
C 5.0179 6.0830 -0.8379 -0.2 -0.1 0.1
H 4.2531 -1.9305 -4.0319 0.1 0.0 0.0
C -2.0829 -2.0685 -0.9071 -0.2 0.0 0.1
C 0.9126 -3.7558 -3.5021 0.1 -0.2 -0.1
H -1.3799 -0.4948 4.7153 0.0 0.0 0.0
S 3.3490 6.6027 -1.0251 0.0 0.1 0.0
S 5.1282 4.3415 -0.6242 0.1 -0.1 0.0
S 0.8383 4.9518 -0.9809 0.2 -0.3 0.1
H 1.6519 -5.2354 -4.8575 0.0 0.0 0.0
N -1.8544 2.8731 2.8873 0.1 -0.1 0.0
H -1.5696 -5.7616 0.0378 0.0 0.0 0.0
C -2.9163 -4.0877 0.1078 -0.1 -0.1 0.1
H 0.1886 -4.5579 -1.1452 0.1 0.0 0.0
C -0.8824 -2.6979 -1.2731 0.4 0.6 -0.3
H -2.6791 0.6753 4.5017 -0.1 0.1 0.0
C -2.0774 -0.0556 3.9859 -0.1 -0.1 0.1
H -2.7427 -0.8644 3.6556 0.0 0.1 0.0
O -0.3706 1.9692 1.5099 0.3 0.1 -0.2
C 2.3674 -1.9068 -3.0483 0.2 -0.1 -0.2
Pd 0.5881 2.5185 -1.0617 0.7 -0.2 -0.3
C 0.1992 -0.5587 -1.7640 0.0 0.6 0.3
C 3.0815 -3.6608 -4.5402 0.1 -0.1 -0.1
H -0.1087 -0.1353 1.2938 -0.1 -0.1 0.1
```
Positions in Å, forces in eV/Å.

- total energy (Eh) = -2870.2452
- net charge = -2
- HOMO level (spin up / spin down) (eV) = -0.10 / -0.10
- strongest force on any atom (eV/Å) = 1.06
- gap between HOMO and LUMO (spin up / spin down) (eV) = 4.26 / 4.26
- LUMO energy (spin up / spin down) (eV) = 4.1600 / 4.1600

Results of the Löwdin charge analysis, in e, for atoms 1 through 6:
1. H 0.072
2. H 0.105
3. S 0.443
4. C -0.480
5. C -0.096
6. N -0.124


No. 4
# C23H22N2O3

An isolated molecule of C23H22N2O3 (ωB97M-V with the def2-TZVPD basis set, the OMol25 dataset).

XYZ file:
```
50
Properties=species:S:1:pos:R:3:forces:R:3
H -0.3588 1.9866 0.4738 0.1 0.0 0.1
H 5.4151 -0.0759 4.8511 0.0 0.0 0.0
C 0.9132 -1.2651 0.6968 -0.3 -0.1 -0.3
C 3.6115 0.0613 3.7149 -0.1 0.0 -0.1
H 5.4722 2.3272 5.3926 0.1 0.0 0.1
C -3.2068 1.6050 0.2233 0.0 0.0 -0.1
N -1.6318 -2.7888 -2.2400 -0.4 -0.4 0.2
H -0.9230 -0.2267 -4.2731 0.1 -0.1 -0.1
O -3.3623 -1.3076 -3.6523 -0.1 0.2 0.2
C 4.6663 1.9286 4.7944 0.0 0.0 0.0
C -1.4005 0.1359 -3.3768 -0.3 -0.2 -0.3
C 4.6369 0.5783 4.4862 0.1 0.0 0.0
H -2.3458 -1.8973 0.0985 -0.1 0.0 0.0
C -1.2854 1.5205 -1.3925 0.1 0.0 -0.1
H 0.2538 1.3671 -2.8633 0.1 0.0 0.0
H -3.3299 2.6869 0.1894 0.0 0.1 0.1
C -3.2438 0.2041 -1.8457 0.0 -0.1 -0.2
C -1.2768 -1.8841 -0.0540 0.2 -0.2 -0.1
H -0.8873 -0.9018 1.7989 0.0 0.0 0.0
H -2.6016 -2.6347 -1.9869 0.2 0.1 -0.2
H 1.0598 -2.8276 -2.3060 0.0 0.0 0.0
C -0.5102 2.4426 -0.5048 -0.1 0.0 0.0
H -2.2522 -1.8497 -5.3379 0.0 -0.1 0.2
H -4.2323 -0.1405 -1.5782 -0.1 -0.1 0.1
C 3.6561 2.7633 4.3450 0.0 0.0 0.0
H 3.6718 3.8141 4.5926 0.0 0.1 0.0
C -0.7403 -2.3970 -1.2318 0.3 0.1 0.2
O -0.3203 -2.9865 -4.1047 0.1 0.1 -0.1
H 1.8213 2.8805 3.2333 -0.1 0.0 0.0
H -4.1825 1.1508 0.3751 -0.1 0.0 0.0
H 2.5249 -1.8382 -0.5961 0.1 0.0 0.0
H 0.4614 2.6665 -0.9384 0.1 0.0 0.0
C 1.4544 -1.8468 -0.4462 -0.1 0.2 0.3
H -2.5708 1.3738 1.0766 0.0 0.0 0.1
C 2.6004 0.8977 3.2501 0.2 0.2 0.3
H -1.0475 3.3780 -0.3534 0.0 0.1 0.1
C -0.4613 -1.3226 0.9043 0.0 0.0 0.1
H 3.5860 -0.9993 3.5068 0.0 -0.1 0.0
C 0.6387 -2.4117 -1.4060 0.0 -0.1 -0.1
N 1.7702 -0.6424 1.6133 0.4 -0.1 0.1
C -2.6566 -0.3111 -2.9970 0.0 0.2 0.1
C 2.6237 2.2490 3.5837 -0.1 -0.1 -0.1
H -3.2776 -3.0866 -4.5783 0.1 0.1 0.0
H 2.7506 -0.8578 1.5000 -0.2 0.1 0.1
C -2.5751 1.1093 -1.0393 0.0 -0.1 -0.2
O 0.3506 0.9068 2.4962 -0.1 0.1 0.1
C -0.7342 1.0424 -2.5700 -0.1 0.0 0.2
C 1.4547 0.4015 2.4353 0.1 -0.1 -0.1
C -2.6009 -2.2501 -4.3783 0.2 0.0 -0.2
C -1.3777 -2.7280 -3.5809 -0.4 -0.1 -0.1
```
Positions in Å, forces in eV/Å.

- total energy (Eh) = -1224.9290
- HOMO level (eV) = -8.02
- strongest force on any atom (eV/Å) = 0.61
- gap between HOMO and LUMO (eV) = 8.53
- LUMO energy (eV) = 0.5164

Results of the Löwdin charge analysis, in e, for atoms 1 through 6:
1. H 0.059
2. H 0.104
3. C -0.227
4. C -0.038
5. H 0.103
6. C -0.032


No. 5
# C23H22N4O

An isolated molecule of C23H22N4O in a non-equilibrium geometry (ωB97M-V with the def2-TZVPD basis set, the OMol25 dataset).

XYZ file:
```
50
Properties=species:S:1:pos:R:3:forces:R:3
H 0.1350 -2.9825 2.2890 -1.2 0.1 -0.1
H -2.0709 -2.1132 -1.9247 0.1 1.0 -1.0
C -0.7136 2.4214 2.4881 1.5 1.0 -0.6
C -1.9013 -1.4271 -2.7994 0.1 0.6 -1.2
H 0.5508 -3.3728 4.0342 -0.5 0.0 -0.4
C 1.3915 -1.6037 3.2523 1.1 1.6 1.7
C -1.9997 0.9096 0.8664 0.5 0.7 0.0
C 2.4936 0.9338 3.6198 -0.7 -0.9 0.4
H 2.7578 4.8375 3.7195 -1.1 -1.0 -0.5
H -2.8554 0.7574 1.4930 0.0 0.1 0.8
H 3.1329 -3.4672 4.4174 -0.3 0.4 -0.2
C -1.2624 0.2164 -5.0445 -0.6 -0.4 -0.9
C 1.1212 0.7367 3.3673 0.6 -1.8 -1.7
C 1.7452 2.9086 3.3612 -3.5 0.7 -1.3
C 1.7405 4.4182 3.4454 1.2 0.2 -2.3
C 3.2205 -0.2184 4.0012 -0.7 0.1 -0.8
N 2.8169 2.3014 3.5356 2.5 -2.8 1.8
H 0.6989 1.5403 -1.7876 0.3 -0.3 -0.3
H 0.9305 2.7238 0.3664 -1.4 -1.3 0.0
C -1.7643 -1.1037 -5.2787 -0.2 0.9 3.3
C -2.1677 -1.8768 -4.1345 0.8 -0.7 0.2
C 0.8691 -2.9697 3.0608 -1.0 0.4 0.5
H -0.6948 1.6721 -3.5376 -0.4 -0.7 -0.7
H -3.2619 -3.3485 -6.9547 -0.1 0.4 -0.2
H -1.7939 -3.2938 -7.9111 0.4 -0.1 -1.3
H -1.0742 1.0073 -5.7900 -0.1 -1.2 -0.2
C 0.0747 1.9779 0.2032 0.6 0.1 -1.0
N 0.6048 1.9974 3.0494 0.9 2.0 1.3
H 4.1988 -0.1312 4.3865 1.1 0.3 0.3
H -2.9537 -0.3822 -0.5613 1.0 0.8 0.1
C -0.9401 1.7703 1.1493 0.4 -0.4 0.3
H -1.7800 -3.7907 -6.2678 0.7 -0.6 0.8
H 1.5688 -3.6503 2.6877 1.7 -0.8 -0.4
C -2.0650 0.2753 -0.3594 -2.7 -1.3 1.6
C -2.1973 -3.1072 -6.9600 -0.6 1.6 1.5
C -1.9385 -1.5838 -6.6131 -1.0 -2.3 -2.0
C 2.7191 -1.5165 3.8174 -1.7 2.5 -0.9
C -1.1204 0.4384 -1.2775 2.7 1.2 -2.4
O -1.9485 -0.8330 -7.5522 0.3 0.8 -0.7
N 0.5917 -0.5205 3.1498 0.6 0.9 -0.3
C -0.0024 1.2965 -1.0139 -1.2 0.3 0.7
H -0.6563 3.5405 2.2891 0.0 -1.3 0.6
H -1.5024 2.2196 3.1648 -0.8 -0.2 0.8
C -1.0882 0.6575 -3.7733 0.7 1.2 1.8
C -1.3525 -0.1024 -2.6407 -0.6 -2.5 0.2
H 4.2972 -2.3243 4.6143 0.8 -0.1 0.4
H 1.0867 4.8486 4.1290 -1.5 0.3 1.4
N 3.5238 -2.6030 4.0574 0.2 -1.0 0.1
H -2.6027 -2.9372 -4.2927 0.8 2.0 0.3
H 1.4385 4.8534 2.4593 0.4 -0.2 0.6
```
Positions in Å, forces in eV/Å.

- total energy (Eh) = -1183.8755
- HOMO level (eV) = -7.56
- strongest force on any atom (eV/Å) = 4.19
- gap between HOMO and LUMO (eV) = 7.49
- LUMO energy (eV) = -0.0679

Results of the Löwdin charge analysis, in e, for atoms 1 through 6:
1. H 0.071
2. H 0.124
3. C -0.080
4. C -0.006
5. H 0.099
6. C -0.274


- Number 2 is which compound?
  C23H22FNO3


- What is the formula in the third record?
  C23H22N2O2PdS4


- Among the records above, which one has the lowest total energy?
  C23H22CrI2N4O3


- Among the records above, which one has the lowest total energy?
  C23H22CrI2N4O3